DFT (ωB97M-V with the def2-TZVPD basis set) results for a structure of composition C44H45CaN8O2S at a distorted geometry.

- HOMO-LUMO gap (eV) = 5.268
- net charge = +1
- E_LUMO (eV) = -4.1
- energy above the lowest of the compared OMol25 structures with the same formula, charge and spin (kJ/mol) = 0.00

Last column: Mulliken charge in e.
Atoms and positions in Å:
Ca -1.829 -0.418 -0.336  1.913
C 2.993 5.028 0.347  -1.558
C 4.286 4.335 0.856  0.599
C 5.583 4.998 0.339  -1.311
C 4.291 2.878 0.530  0.791
C 5.133 1.977 1.205  -0.396
C 5.099 0.617 0.966  -0.986
C 4.345 0.098 -0.089  0.806
C 4.213 -1.349 -0.416  -1.090
C 3.630 0.995 -0.863  -0.910
C 3.642 2.378 -0.580  -0.148
H 3.028 6.126 0.629  0.372
H 2.053 4.615 0.670  0.392
H 3.057 4.889 -0.757  0.306
H 4.340 4.486 1.964  0.281
H 5.789 4.886 -0.781  0.276
H 6.470 4.622 0.871  0.367
H 5.647 6.117 0.561  0.376
H 5.758 2.475 1.963  0.347
H 5.566 -0.060 1.664  0.377
H 4.356 -2.019 0.447  0.313
H 4.938 -1.640 -1.185  0.387
H 3.233 -1.575 -0.867  -0.056
H 2.933 0.566 -1.573  0.433
H 2.878 3.006 -1.087  0.009
O -3.345 -2.502 7.080  -0.588
N -2.398 -2.718 6.233  0.968
O -1.376 -3.399 6.466  -0.605
C -2.638 -2.010 5.019  -0.619
C -3.858 -1.410 4.887  -0.762
C -4.224 -0.852 3.667  0.974
C -5.535 -0.293 3.439  -0.803
C -5.810 0.294 2.243  -1.064
C -4.821 0.290 1.224  -0.262
N -3.675 -0.375 1.302  -0.150
C -3.329 -0.819 2.545  -0.183
C -2.024 -1.414 2.787  0.110
N -1.064 -1.175 1.807  0.711
C 0.228 -1.356 2.149  -1.209
C 0.654 -1.941 3.328  -0.951
C -0.290 -2.379 4.246  -0.585
C -1.617 -1.977 4.014  0.690
H -4.621 -1.453 5.677  0.501
H -6.249 -0.382 4.275  0.444
H -6.783 0.756 2.014  0.384
H -5.134 0.796 0.312  0.554
H 0.964 -0.918 1.488  1.127
H 1.738 -2.057 3.503  0.451
H -0.040 -2.954 5.134  0.634
C 0.511 0.644 -4.616  -0.768
C 0.420 2.045 -4.631  -0.677
C -0.208 2.691 -3.557  -0.914
C -0.776 1.903 -2.503  0.974
C -0.820 0.493 -2.579  -0.122
C -0.071 -0.088 -3.607  -0.216
C -1.320 2.557 -1.331  1.116
C -1.915 3.869 -1.424  -0.740
C -2.324 4.540 -0.318  -1.031
C -1.939 3.998 0.956  0.762
C -1.849 4.752 2.182  -0.859
C -1.297 4.225 3.305  -0.491
C -0.836 2.906 3.373  -0.943
C -0.974 2.177 2.208  -0.041
C -1.444 2.663 0.965  -0.140
N -1.221 1.914 -0.172  -0.561
H 1.080 0.171 -5.404  0.415
H 0.693 2.685 -5.481  0.389
H -0.339 3.754 -3.602  0.417
H -0.046 -1.202 -3.621  0.005
H -2.154 4.300 -2.424  0.399
H -2.874 5.476 -0.365  0.485
H -2.150 5.783 2.196  0.463
H -1.194 4.905 4.149  0.386
H -0.386 2.534 4.268  0.564
H -0.633 1.168 2.160  0.483
C 4.395 -5.112 -2.473  -1.389
C 2.995 -4.681 -2.701  1.088
C 2.254 -5.292 -3.755  -0.917
C 0.888 -5.038 -3.875  -0.154
N 0.306 -4.226 -2.917  0.204
C 1.035 -3.723 -1.835  -0.122
S 0.043 -2.872 -0.704  -0.232
N 2.339 -3.929 -1.781  -0.370
H 4.482 -6.220 -2.535  0.383
H 4.743 -4.771 -1.513  0.327
H 5.119 -4.687 -3.169  0.331
H 2.679 -6.102 -4.381  0.339
H 0.336 -5.302 -4.738  0.448
N -2.962 -4.433 -2.871  -0.544
C -3.481 -3.331 -2.092  -0.046
C -3.607 -2.090 -2.936  -0.695
N -3.682 -0.929 -2.015  -0.508
H -0.744 -4.202 -2.903  0.059
H -3.529 -4.449 -3.708  0.211
H -3.023 -5.319 -2.373  0.227
H -2.704 -3.172 -1.285  -0.022
H -4.443 -3.550 -1.558  0.327
H -4.512 -2.162 -3.578  0.355
H -2.705 -2.007 -3.610  0.329
H -4.594 -0.968 -1.553  0.187
H -3.743 -0.080 -2.585  0.176

***

DFT (ωB97M-V with the def2-TZVPD basis set) results for a cluster of 2 separate species, C44H45N4 in total at a distorted geometry.

- HOMO-LUMO gap (eV) = 4.748
- net charge = +1
- E_LUMO (eV) = -5.0

Last column: Mulliken charge in e.
Atoms and positions in Å:
C -6.377 2.782 -1.275  -0.414
C -6.773 2.788 0.049  -0.753
C -6.298 1.829 0.915  -0.266
C -5.419 0.851 0.463  0.389
N -4.864 -0.110 1.390  0.801
C -5.419 -1.447 1.428  0.416
C -5.035 -2.396 0.483  -0.130
C -5.562 -3.666 0.516  -0.784
C -6.477 -4.010 1.492  -0.412
C -6.866 -3.077 2.436  -0.745
C -6.344 -1.804 2.404  -0.243
C -3.532 0.121 1.894  0.343
C -3.334 0.505 3.223  -0.348
C -2.076 0.728 3.705  -1.272
C -0.938 0.555 2.884  0.711
C 0.344 0.730 3.457  -0.362
C 1.606 0.381 2.917  0.709
C 2.775 0.904 3.518  -1.178
C 4.013 0.641 3.003  -0.465
C 4.159 -0.189 1.890  0.710
N 5.453 -0.462 1.351  0.891
C 5.714 -1.773 0.806  -0.207
C 5.352 -2.087 -0.501  0.056
C 5.528 -3.363 -0.980  -0.854
C 6.075 -4.337 -0.166  -0.399
C 6.446 -4.033 1.131  -0.707
C 6.265 -2.760 1.617  -0.301
C 6.350 0.627 1.031  -0.267
C 7.426 0.936 1.858  -0.059
C 8.295 1.948 1.517  -0.760
C 8.106 2.660 0.347  -0.380
C 7.040 2.363 -0.481  -0.748
C 6.166 1.356 -0.141  -0.175
C 3.021 -0.772 1.327  -0.385
C 1.779 -0.501 1.826  -1.274
C -1.162 0.245 1.523  -1.390
C -2.423 0.016 1.049  -0.174
C -5.036 0.848 -0.876  -0.026
C -5.510 1.810 -1.737  -0.897
H -6.743 3.540 -1.948  0.394
H -7.458 3.539 0.406  0.386
H -6.591 1.820 1.950  0.401
H -4.323 -2.118 -0.272  0.201
H -5.268 -4.390 -0.227  0.390
H -6.886 -5.007 1.521  0.390
H -7.585 -3.344 3.193  0.386
H -6.640 -1.065 3.128  0.378
H -4.197 0.631 3.852  0.505
H -1.939 1.034 4.726  0.508
H 0.361 1.175 4.437  0.454
H 2.679 1.522 4.392  0.411
H 4.898 1.037 3.466  0.528
H 4.915 -1.320 -1.118  0.383
H 5.233 -3.603 -1.989  0.391
H 6.202 -5.339 -0.538  0.404
H 6.873 -4.792 1.765  0.394
H 6.535 -2.505 2.628  0.422
H 7.563 0.367 2.760  0.437
H 9.129 2.177 2.159  0.387
H 8.789 3.451 0.082  0.400
H 6.898 2.911 -1.399  0.389
H 5.336 1.109 -0.779  0.365
H 3.142 -1.431 0.486  0.521
H 0.932 -1.025 1.425  0.870
H -0.340 0.263 0.832  0.854
H -2.580 -0.248 0.018  0.233
H -4.365 0.085 -1.226  0.168
H -5.207 1.802 -2.771  0.390
C -2.885 4.642 6.925  -1.044
N -2.998 3.872 8.166  0.134
C -4.172 4.172 9.023  -1.030
C -1.697 3.796 8.892  -1.395
C -1.132 2.380 8.881  0.373
C 0.150 2.225 9.727  -0.783
C 0.998 1.176 8.985  -0.721
C 0.528 1.234 7.522  -0.181
N -0.770 1.950 7.499  -0.257
H -2.072 4.248 6.316  0.262
H -3.808 4.567 6.355  0.340
H -2.689 5.691 7.142  0.368
H -4.242 3.448 9.832  0.288
H -4.094 5.172 9.446  0.379
H -5.085 4.112 8.435  0.332
H -0.976 4.473 8.429  0.488
H -1.824 4.143 9.921  0.399
H -1.900 1.691 9.265  0.199
H 0.674 3.184 9.784  0.347
H -0.072 1.931 10.759  0.383
H 2.075 1.366 9.081  0.338
H 0.821 0.179 9.402  0.290
H 1.234 1.796 6.901  0.035
H 0.438 0.238 7.071  0.269
H -1.520 1.380 7.102  0.199